DFT (ωB97M-V/def2-TZVPD) results for 2 unconnected molecules or ions with the total composition C30H55BrN4O6P at a distorted geometry.

```
97
Properties=species:S:1:pos:R:3:forces:R:3
C 0.266 -1.029 4.176 0.4 0.2 0.3
C 1.593 -1.012 3.984 -0.4 0.3 0.0
C 2.274 -1.269 2.666 -0.9 -0.1 -0.1
C 1.560 -2.371 1.851 0.8 0.7 0.1
C 1.702 -3.790 2.392 -0.6 0.5 0.6
C 0.356 -4.359 2.891 -0.1 0.2 -0.6
C -0.343 -5.287 1.868 0.4 0.3 0.9
P -2.128 -5.141 1.730 -0.9 -1.7 -1.0
O -2.656 -6.322 1.028 0.2 0.3 0.0
O -2.545 -3.783 0.973 0.6 0.4 0.6
C -1.716 -3.287 -0.081 -0.1 0.2 -0.3
C -1.667 -4.201 -1.299 -0.2 -0.1 0.0
O -2.676 -4.978 3.203 0.2 0.9 -0.2
C -3.882 -4.213 3.435 -0.5 0.0 0.8
C -5.110 -4.795 2.763 0.1 0.3 -0.7
N 2.245 -2.084 0.542 -1.8 -0.4 -0.5
C 1.897 -2.924 -0.611 0.5 0.0 -0.1
C 3.102 -3.080 -1.543 0.1 -0.1 -0.1
O 2.965 -2.239 -2.696 -0.2 0.0 0.4
C 2.564 -2.945 -3.832 0.1 0.2 -0.3
C 1.083 -2.949 -4.082 0.3 0.2 0.1
O 3.369 -3.471 -4.524 0.2 -0.2 0.0
C 2.040 -0.732 0.462 1.1 -0.3 0.6
N 1.651 -0.144 -0.638 0.3 0.1 -0.1
O 1.418 1.206 -0.676 -0.1 -0.1 0.0
C 1.713 1.722 -1.996 0.6 0.1 -0.4
C 1.929 3.219 -1.880 -0.2 0.1 0.3
C 2.359 3.798 -3.231 0.6 -0.3 0.1
C 0.785 3.963 -1.172 -0.4 0.1 -0.3
C -0.464 4.394 -1.983 0.2 0.2 0.0
C -0.997 3.368 -2.977 -0.4 0.3 -0.2
C -0.283 5.786 -2.625 -0.2 -0.6 0.6
N 2.234 -0.155 1.678 0.3 -0.1 -0.1
C 3.131 1.019 1.787 -0.6 0.6 -0.5
Br 4.448 0.797 3.189 0.1 -0.1 0.0
C 2.402 2.337 2.010 0.5 0.3 0.7
C 3.323 3.535 1.722 -0.1 0.1 -0.2
H -0.469 -0.646 3.476 0.0 -1.0 -0.6
H -0.127 -1.380 5.124 0.0 1.0 0.4
H 2.238 -0.783 4.825 0.1 -1.1 0.2
H 3.266 -1.673 2.864 0.3 0.5 -0.2
H 0.523 -2.031 1.768 -0.2 -0.4 -0.1
H 2.344 -3.716 3.269 0.4 -0.2 -0.2
H 2.144 -4.443 1.645 0.2 -0.1 0.1
H -0.312 -3.526 3.113 0.1 0.1 0.2
H 0.509 -4.871 3.836 -0.1 -0.2 0.0
H -0.195 -6.322 2.173 -0.1 -0.1 -0.1
H 0.113 -5.207 0.883 -0.2 0.0 -0.2
H -0.728 -3.072 0.329 0.1 -0.1 0.0
H -2.138 -2.329 -0.379 -0.2 0.0 0.2
H -0.772 -4.819 -1.355 0.0 -0.1 0.1
H -1.755 -3.627 -2.221 0.1 0.1 0.0
H -2.523 -4.871 -1.264 0.0 -0.1 0.0
H -3.736 -3.169 3.165 0.2 0.0 -0.2
H -4.024 -4.225 4.513 0.2 -0.2 0.1
H -5.213 -4.401 1.751 0.1 -0.1 -0.1
H -6.010 -4.499 3.297 0.0 -0.1 0.2
H -5.048 -5.875 2.666 0.0 -0.1 0.3
H 1.071 -2.514 -1.197 -0.2 -0.1 0.1
H 1.588 -3.904 -0.261 -0.1 0.0 0.2
H 4.011 -2.813 -1.008 0.0 0.2 -0.1
H 3.232 -4.119 -1.850 -0.1 0.0 -0.1
H 0.920 -2.937 -5.154 -0.2 -0.1 0.0
H 0.680 -3.868 -3.654 -0.1 0.0 0.0
H 0.620 -2.091 -3.604 -0.2 0.0 -0.1
H 1.522 -0.662 -1.498 0.1 0.0 -0.1
H 0.923 1.461 -2.702 -0.2 -0.1 0.2
H 2.642 1.258 -2.340 0.0 0.0 0.0
H 2.800 3.318 -1.225 0.0 0.0 0.1
H 1.871 3.329 -4.083 -0.3 0.2 0.0
H 2.248 4.876 -3.256 -0.2 0.0 -0.1
H 3.427 3.608 -3.358 0.0 0.0 -0.1
H 1.225 4.875 -0.766 0.0 0.0 0.1
H 0.426 3.394 -0.314 0.2 -0.2 0.0
H -1.255 4.533 -1.242 0.0 0.0 0.1
H -1.748 3.859 -3.599 -0.1 0.0 0.0
H -1.515 2.538 -2.493 0.2 -0.1 0.1
H -0.248 2.987 -3.667 0.1 0.0 0.0
H 0.280 6.381 -1.909 0.2 0.3 -0.3
H -1.266 6.246 -2.710 0.0 0.1 -0.3
H 0.213 5.735 -3.590 0.0 0.2 -0.1
H 3.701 1.091 0.862 0.1 -0.1 0.0
H 1.494 2.376 1.419 0.0 -0.1 -0.1
H 2.131 2.392 3.064 -0.3 -0.2 0.0
H 4.310 3.223 1.380 0.1 0.0 0.0
H 3.461 4.158 2.601 0.1 0.0 0.1
H 2.912 4.181 0.948 -0.1 0.0 0.0
N -5.225 7.390 -0.358 0.0 0.0 0.0
C -5.206 6.253 0.401 0.0 0.0 0.0
C -4.576 5.277 -0.324 0.1 0.0 0.0
C -4.199 5.852 -1.570 0.1 0.0 0.0
C -4.613 7.157 -1.557 0.0 0.0 0.0
H -5.630 8.263 -0.077 0.0 0.0 0.0
H -5.641 6.234 1.385 0.0 0.0 0.0
H -4.406 4.264 0.000 0.0 0.0 0.0
H -3.682 5.363 -2.379 0.0 0.0 0.0
H -4.525 7.935 -2.295 0.0 0.0 0.0
```
Positions in Å, forces in eV/Å.

Results
- LUMO: -2.44 eV
- Kohn-Sham gap: 7.52 eV
- Total charge: +1
- HOMO energy: -9.97 eV
- Spin multiplicity: 1


DFT (ωB97M-V/def2-TZVPD) results for a molecular structure, C30H55ClMnP2Si2Te at a distorted geometry.

```
92
Properties=species:S:1:pos:R:3:forces:R:3
Mn -0.410 -0.007 -0.168 0.2 -0.4 0.3
C -1.930 0.092 1.838 0.6 -0.8 -0.6
C -2.046 1.262 1.044 -0.5 0.3 -0.6
C -2.462 0.821 -0.275 -0.3 -0.3 0.8
Si -1.622 2.988 1.665 0.3 -0.8 -0.7
C -2.487 -0.613 -0.284 0.5 0.5 0.2
C -2.056 -1.074 1.034 -1.1 0.1 0.5
Si -1.637 -2.807 1.631 0.2 0.9 -0.5
H -1.748 0.088 2.918 0.3 0.0 -0.5
H -2.792 1.465 -1.090 0.2 -0.3 0.2
H -2.822 -1.234 -1.113 0.1 0.2 0.3
Cl 0.878 0.165 -3.663 -0.1 0.0 0.5
C -1.313 -2.819 3.469 -0.1 -0.1 0.1
C -3.040 -3.947 1.183 -0.1 -0.3 0.2
C -1.285 2.962 3.503 -0.1 0.1 0.1
C -3.040 4.132 1.274 -0.2 0.3 0.2
H -3.952 -3.560 1.662 0.2 -0.2 -0.1
H -2.844 -4.953 1.580 -0.2 0.1 -0.2
H -3.224 -4.022 0.104 0.0 0.0 0.3
H -0.371 -2.312 3.721 -0.3 -0.2 -0.1
H -1.252 -3.866 3.801 0.0 0.3 0.1
H -2.132 -2.329 4.015 0.2 -0.2 -0.1
H -3.954 3.695 1.705 0.2 0.2 -0.1
H -3.202 4.288 0.200 0.0 0.0 0.3
H -2.863 5.105 1.754 -0.2 -0.1 -0.2
H -2.053 2.380 4.032 0.2 0.2 0.0
H -1.325 3.999 3.869 0.1 -0.3 0.1
H -0.296 2.546 3.736 -0.2 0.1 -0.1
C -0.023 -3.259 0.736 0.1 -0.2 0.2
C -0.030 3.508 0.765 0.1 0.1 0.2
P 0.187 -2.443 -0.888 -0.6 -0.1 0.2
H 0.075 -4.352 0.669 0.1 0.3 0.0
H 0.806 -2.878 1.350 -0.1 -0.1 0.1
P 0.188 2.713 -0.880 -0.3 0.5 -0.1
H 0.814 3.143 1.370 -0.2 0.1 0.0
H 0.027 4.608 0.735 0.1 -0.3 -0.1
C 1.770 3.438 -1.577 -0.1 0.0 0.0
C -1.120 3.672 -1.857 0.5 -0.3 0.3
C -1.099 -3.389 -1.891 0.3 0.2 0.2
C 1.785 -3.103 -1.586 -0.1 0.1 -0.1
C 2.863 -2.019 -1.621 0.2 0.1 0.0
H 1.522 -3.351 -2.627 0.1 0.0 0.2
C 2.312 -4.367 -0.904 0.1 -0.1 0.0
H 2.534 -4.198 0.156 0.0 0.0 -0.2
H 3.250 -4.652 -1.396 -0.1 0.0 0.1
H 1.631 -5.222 -0.985 0.1 0.2 0.1
H 2.583 -1.212 -2.309 0.1 -0.2 0.3
H 3.800 -2.466 -1.978 -0.1 0.1 0.0
H 3.039 -1.581 -0.626 0.0 -0.2 -0.4
H -2.044 -3.163 -1.372 0.3 -0.1 -0.2
C -0.912 -4.914 -1.905 -0.2 -0.1 -0.1
C -1.185 -2.859 -3.322 -0.2 -0.1 -0.1
H -0.901 -5.370 -0.905 0.0 0.2 -0.3
H 0.003 -5.212 -2.438 -0.2 0.1 0.1
H -1.761 -5.355 -2.449 0.2 0.0 0.1
H -1.413 -1.788 -3.352 0.1 -0.1 0.0
H -1.987 -3.399 -3.847 0.2 0.2 0.0
H -0.251 -3.028 -3.875 -0.2 0.0 0.1
H -2.061 3.411 -1.347 0.2 0.1 -0.2
C -1.193 3.171 -3.302 -0.2 0.1 0.0
C -0.942 5.194 -1.819 -0.3 0.0 -0.2
H -0.959 5.612 -0.804 0.0 -0.2 -0.3
H -1.779 5.647 -2.372 0.2 0.0 0.1
H -0.013 5.506 -2.320 -0.3 -0.1 0.1
H -1.397 2.095 -3.352 0.1 0.2 0.0
H -0.261 3.374 -3.848 -0.2 -0.1 0.1
H -2.006 3.704 -3.815 0.2 -0.2 0.0
C 2.869 2.377 -1.706 0.1 -0.1 0.0
C 2.294 4.657 -0.818 0.2 0.2 -0.1
H 1.487 3.745 -2.598 0.1 0.0 0.2
H 2.529 4.415 0.226 0.0 0.0 -0.2
H 1.599 5.504 -0.834 0.1 -0.2 0.1
H 3.222 4.989 -1.303 -0.1 0.0 0.1
H 3.142 1.945 -0.731 -0.1 0.2 -0.3
H 3.763 2.846 -2.141 -0.1 -0.2 0.1
H 2.554 1.564 -2.372 0.2 0.2 0.3
C 0.639 0.146 -5.397 0.0 0.0 -0.9
H -0.433 0.139 -5.620 0.3 0.0 0.1
H 1.113 1.035 -5.824 -0.2 -0.2 0.1
H 1.123 -0.746 -5.805 -0.2 0.2 0.1
Te 1.882 0.272 1.222 0.4 0.1 0.2
C 1.957 -0.477 3.211 -0.2 -0.4 0.3
C 0.985 -0.148 4.177 0.7 -0.3 0.2
C 1.172 -0.541 5.512 0.1 0.0 -0.4
C 2.302 -1.279 5.878 0.0 0.0 -0.1
C 3.250 -1.646 4.915 -0.2 0.2 -0.2
C 3.074 -1.261 3.579 -0.4 0.3 0.3
H 0.100 0.413 3.876 0.3 -0.1 0.2
H 0.429 -0.268 6.264 0.2 -0.1 -0.2
H 2.445 -1.576 6.919 -0.1 0.1 -0.3
H 4.130 -2.228 5.205 -0.3 0.2 -0.1
H 3.801 -1.537 2.810 -0.2 0.1 0.3
```
Positions in Å, forces in eV/Å.

Results
- LUMO (spin up / spin down): 0.26 / 0.41 eV
- Kohn-Sham gap (spin up / spin down): 6.72 / 6.63 eV
- Total charge: 0
- HOMO energy (spin up / spin down): -6.47 / -6.21 eV
- Expectation value of S²: 3.8640
- Spin multiplicity: 4


> Which value of spin multiplicity does entry 2 give?

4


> Number 2 is which compound?

C30H55ClMnP2Si2Te


> Which of these has the highest spin multiplicity?

C30H55ClMnP2Si2Te